(1)
A 12-piece molecular cluster, C2H24O17P overall at a distorted geometry. Source: the OMol25 dataset; level of theory: ωB97M-V/def2-TZVPD.

The geometry in XYZ format:
```
44
Properties=species:S:1:pos:R:3:forces:R:3:mulliken_charge:R:1
O 23.527077 -26.926787 -4.539449 -0.9 -0.1 -1.0 -0.660
H 23.307747 -26.196394 -3.956339 -0.5 0.8 1.0 0.507
H 23.508301 -27.777158 -4.094341 -0.2 -1.7 1.1 0.183
H 24.406664 -26.816157 -4.907805 1.5 0.2 -0.7 0.599
O 26.798537 -30.235142 -6.628124 1.2 -0.6 -1.0 -0.623
H 26.853288 -30.671516 -5.774795 -0.2 -1.4 2.4 0.209
H 25.950749 -30.390318 -7.050937 -1.5 0.1 -0.5 0.324
H 26.953201 -29.312899 -6.411002 -0.1 1.9 0.1 0.640
O 21.429299 -31.651113 -4.858870 -0.1 -0.6 -0.7 -0.359
H 20.864964 -31.071198 -4.342328 -0.7 1.0 1.0 0.441
H 22.168791 -31.959290 -4.329935 1.4 -0.7 1.7 0.413
H 21.873071 -31.141001 -5.540383 0.2 1.0 -1.3 0.406
C 19.206170 -27.906855 -1.898673 1.5 -0.3 0.6 0.560
O 19.826358 -27.802328 -0.831095 2.1 -1.6 3.7 -0.721
O 18.748053 -26.848237 -2.275473 -3.3 4.6 -3.2 -0.762
O 19.160679 -28.956784 -2.586344 -0.4 -3.3 -1.7 -0.762
C 22.368077 -29.219680 -9.466684 0.2 -0.4 1.9 -0.814
O 22.828171 -29.959655 -8.366048 -0.1 0.1 -0.9 -0.855
H 22.955696 -29.279388 -10.382779 0.4 -0.4 -0.6 0.211
H 21.327325 -29.395985 -9.738449 -0.6 -0.6 -0.3 0.201
H 22.319146 -28.149582 -9.265219 0.3 0.8 0.3 0.210
P 25.360014 -31.512947 -2.436571 0.6 -2.0 0.4 0.586
O 24.501900 -30.333069 -2.695730 -2.4 2.8 -1.2 -0.676
O 26.799870 -31.194858 -2.920708 1.3 0.2 -1.1 -0.724
O 24.812196 -32.799940 -3.082502 -0.7 -0.5 -1.5 -0.744
O 25.465513 -31.861047 -0.957557 0.5 0.1 1.2 -0.728
O 20.461742 -32.150472 0.312602 0.1 -0.5 0.2 -0.648
H 20.250952 -31.421176 -0.270419 0.1 0.6 -0.3 0.362
H 19.670322 -32.275576 0.836269 -0.2 0.1 0.1 0.283
O 19.176502 -34.919258 -7.152912 -0.3 -0.3 0.1 -0.655
H 20.129352 -34.899359 -7.241803 0.4 0.0 0.0 0.332
H 18.869891 -34.190304 -7.692213 0.0 0.3 -0.1 0.319
O 17.411393 -29.721121 -6.569841 0.0 -0.2 -0.5 -0.645
H 16.457017 -29.779351 -6.614679 -0.2 0.0 0.1 0.293
H 17.605098 -29.671973 -5.633735 0.2 0.3 0.5 0.351
O 16.322027 -31.748379 -2.682545 -0.5 -0.3 0.0 -0.672
H 17.080844 -31.171303 -2.768646 0.5 0.6 0.2 0.355
H 16.511471 -32.482699 -3.266599 0.1 -0.2 -0.1 0.300
O 22.847615 -34.340314 -8.636962 -0.1 -0.5 0.1 -0.667
H 22.919804 -33.417142 -8.394505 0.0 0.6 0.1 0.349
H 22.974280 -34.349883 -9.585696 0.0 0.1 -0.2 0.301
O 26.268906 -35.056686 -6.314194 0.3 -0.3 -0.3 -0.676
H 25.729802 -35.240500 -7.083481 -0.2 0.0 -0.1 0.317
H 25.720781 -34.495657 -5.765519 -0.1 0.3 0.6 0.341
```
Forces are in eV/Å.

2S+1 = 1
calculated total energy = -46544.5802 eV
energy above the lowest of the compared OMol25 structures with the same formula, charge and spin = 336.5 kcal per mole
charge = -3

***

(2)
C2H25HfO11 as an isolated structure at a distorted geometry. Source: the OMol25 dataset; level of theory: ωB97M-V/def2-TZVPD.

The geometry in XYZ format:
```
39
Properties=species:S:1:pos:R:3:forces:R:3:mulliken_charge:R:1
Hf -10.743276 3.116326 9.916683 4.7 -5.6 3.7 1.779
C -9.137038 -1.033046 11.389930 -1.5 -0.1 1.8 -0.049
C -9.304812 -0.275625 10.108046 0.8 -1.1 -0.6 -0.349
O -9.480785 1.128137 10.259021 -3.3 4.8 -0.8 -0.033
H -10.041219 -0.889940 11.988631 0.1 0.2 0.2 -0.087
H -8.305403 -0.813958 12.058223 0.3 0.3 -0.6 -0.075
H -9.173767 -2.118531 11.285318 0.4 0.0 -0.8 0.308
H -10.108316 -0.747243 9.545370 0.0 0.3 -0.2 0.266
H -8.368184 -0.467185 9.572912 -0.1 0.6 -0.5 0.244
O -9.921339 3.075000 12.268796 -1.2 0.4 -2.6 -0.496
H -9.579023 3.664393 12.963018 -0.1 0.5 -0.1 0.367
H -9.804693 2.170713 12.630504 0.4 -0.6 0.5 0.423
O -9.630672 0.408986 6.672112 -0.1 0.5 0.7 -0.579
H -10.422187 0.145330 7.150854 -0.2 -0.3 -0.4 0.298
H -8.974107 -0.257346 6.905777 0.1 -0.1 -0.3 0.342
O -9.751881 -5.713549 12.514780 -0.2 0.0 0.0 -0.457
H -8.867640 -6.055286 12.712354 0.0 -0.1 0.1 0.370
H -9.592872 -4.864830 12.084580 0.2 0.0 0.0 0.340
O -12.763872 -1.097786 9.911810 0.1 0.2 0.0 -0.528
H -12.993207 -1.986076 9.603470 -0.2 0.0 -0.1 0.368
H -11.903502 -0.923684 9.523104 0.0 -0.2 -0.1 0.310
O -7.519079 -3.561410 12.511029 -0.2 0.1 -0.4 -0.516
H -7.550176 -2.647977 12.815942 0.3 -0.1 0.4 0.302
H -6.613609 -3.843758 12.687209 0.0 -0.1 0.0 0.305
O -12.623053 -0.714456 12.661982 0.1 0.2 0.0 -0.516
H -12.622857 -1.680263 12.623015 -0.3 -0.1 0.0 0.375
H -11.693160 -0.471650 12.638298 0.0 0.0 0.2 0.203
O -6.202302 -3.056246 9.320462 -0.3 0.2 -0.1 -0.533
H -6.002903 -2.117628 9.403184 0.3 0.0 0.0 0.311
H -6.798445 -3.245300 10.054077 0.1 -0.2 0.2 0.343
O -8.983691 1.148625 14.019345 -0.4 0.1 -0.8 -0.664
H -8.287376 0.641902 13.588151 0.2 0.0 0.2 0.246
H -9.426186 0.512996 14.596214 0.0 0.1 0.2 0.380
O -6.378210 -1.146665 13.946145 -0.4 0.2 -0.2 -0.590
H -5.727383 -1.596071 14.498227 0.0 -0.1 0.1 0.294
H -6.302220 -0.219839 14.193316 0.3 0.0 0.2 0.286
O -6.849587 2.325305 10.997813 -0.4 0.0 0.0 -0.605
H -6.176247 1.841995 10.504170 0.3 0.2 0.0 0.367
H -7.657862 1.823459 10.860749 0.1 -0.2 0.0 0.251
```
Forces are in eV/Å.

2S+1 = 1
calculated total energy = -26267.4632 eV
energy above the lowest of the compared OMol25 structures with the same formula, charge and spin = 0.0 kcal per mole
charge = +3

***

(3)
A 12-piece molecular cluster, C2H27O12 overall at a distorted geometry. Source: the OMol25 dataset; level of theory: ωB97M-V/def2-TZVPD.

The geometry in XYZ format:
```
41
Properties=species:S:1:pos:R:3:forces:R:3:mulliken_charge:R:1
C -1.250778 -0.653005 -1.270260 0.2 0.3 1.2 -1.349
C -0.377385 -0.414604 -0.026069 -2.5 0.4 0.9 -0.018
O -1.032040 -0.052952 1.190900 0.0 -0.4 -2.0 -0.663
H -1.912580 0.189582 -1.519625 0.7 0.0 -0.4 0.191
H -1.912655 -1.453636 -1.021969 -0.5 -0.8 0.1 0.523
H -0.562624 -1.041623 -2.017337 -0.2 0.4 -0.7 0.462
H 0.412510 0.221061 -0.201183 1.6 2.2 -0.8 0.345
H 0.169459 -1.272339 0.142147 0.8 -2.5 0.6 0.237
O -3.724469 -0.848448 0.905595 -0.8 -0.4 -0.6 -0.669
H -2.785574 -0.673595 0.817339 1.0 0.2 0.6 0.110
H -4.061294 -0.419320 0.114246 -0.4 -0.1 0.0 0.342
O -0.633057 -2.022285 2.698099 0.0 -1.2 0.6 -0.809
H -0.855741 -1.270491 2.086850 -0.6 0.3 -0.2 0.334
H -1.338945 -2.682447 2.730634 0.2 0.5 -0.2 0.257
O 2.250168 -0.471902 -2.269973 0.9 0.9 0.1 -0.627
H 3.089040 -0.020005 -2.051291 -0.5 -0.4 0.0 0.278
H 1.977503 -0.111693 -3.108860 -0.2 0.1 -0.5 0.241
O -1.340825 2.125423 -3.555238 -0.6 2.5 0.1 -0.563
H -0.412503 2.105626 -3.651011 1.7 0.4 0.1 0.276
H -1.552888 1.251369 -3.709950 -1.2 -2.9 -0.4 0.287
O 1.755614 -2.744113 -1.088371 -0.8 0.3 -0.1 -0.730
H 2.025858 -1.980881 -1.637589 -0.2 -0.7 0.0 0.458
H 0.872985 -2.435091 -0.789834 0.8 -0.6 -0.1 0.433
O 0.803981 1.153065 2.485482 -0.8 0.2 0.1 -0.818
H 0.220633 1.555332 3.145065 0.5 0.2 0.2 0.277
H 0.059704 0.727857 1.940110 0.6 0.0 0.0 0.600
O -2.821537 1.710247 1.926471 1.0 0.4 2.2 -0.723
H -2.090756 1.121036 1.672943 0.3 -0.3 0.4 0.268
H -3.249223 1.734228 1.115901 -1.7 0.4 -2.2 0.266
O 1.921856 -1.360630 2.835208 1.3 -2.8 -0.1 -0.817
H 1.091123 -1.821422 2.671622 -0.4 -0.7 0.3 0.403
H 1.622645 -0.496687 2.768934 -0.8 3.5 0.3 0.421
O 3.195439 -0.819674 0.548275 1.4 1.1 -1.9 -0.761
H 2.824000 -1.301039 -0.187128 0.0 -0.5 0.0 0.291
H 2.617035 -1.041925 1.254868 -0.8 -0.5 1.9 0.419
O -0.782326 2.537008 -0.408694 0.7 1.7 -1.1 -0.754
H -0.996261 1.729358 0.012941 -0.1 -1.2 1.0 0.211
H 0.180832 2.548952 -0.575602 -0.7 -0.1 0.3 0.432
O 2.111911 2.571417 -1.131833 0.0 0.8 -0.3 -0.661
H 2.208034 1.698579 -0.783386 0.1 -1.1 1.0 0.301
H 2.283131 2.429667 -2.058429 0.0 0.3 -0.6 0.300
```
Forces are in eV/Å.

2S+1 = 1
calculated total energy = -27083.5292 eV
energy above the lowest of the compared OMol25 structures with the same formula, charge and spin = 46.7 kcal per mole
charge = -1

***

(4)
C2H2AgFO as an isolated structure at a distorted geometry. Source: the OMol25 dataset; level of theory: ωB97M-V/def2-TZVPD.

The geometry in XYZ format:
```
7
Properties=species:S:1:pos:R:3:forces:R:3:mulliken_charge:R:1
O -0.800861 1.167131 -0.073437 1.3 1.3 1.6 -0.308
C 0.159401 0.761597 0.482787 -1.6 -1.1 -1.7 0.558
C 1.011514 -0.247425 0.722869 0.9 0.4 0.9 -0.145
H 0.902275 -0.830134 1.638179 -0.1 0.1 -0.3 0.228
F 2.283924 -0.149902 0.276656 -0.2 0.0 0.0 -0.214
Ag -2.453192 0.486076 -1.676832 1.0 -1.8 0.0 0.060
H -1.103060 -1.187343 -1.370222 -1.3 1.2 -0.4 -0.178
```
Forces are in eV/Å.

2S+1 = 1
calculated total energy = -10865.0484 eV
energy above the lowest of the compared OMol25 structures with the same formula, charge and spin = 78.5 kcal per mole